C17H10BrIrNO4 | wB97M-V/def2-TZVPD

Last column: Mulliken charge in e.
CARTESIAN COORDINATES (ANGSTROEM)
Ir1 -0.14949 0.48846 0.00038  0.80
Br1 2.74584 0.76741 0.00060  -0.14
O1 -4.41087 -0.19564 0.00063  -0.62
O2 0.72737 2.71532 -0.00012  -0.55
O3 -2.17509 -0.43889 0.00185  -0.66
O4 0.30520 4.90914 -0.00053  -0.41
N1 -1.79133 2.08771 0.00006  -0.32
C1 1.88189 -1.92946 0.00007  0.30
C2 3.50600 -3.78076 -0.00002  -0.85
C3 -1.50853 3.39937 -0.00023  0.46
C4 -3.05933 1.71505 0.00031  0.60
C5 -0.18636 -3.85821 -0.00063  -1.19
C6 4.30534 -1.53089 0.00041  -0.85
C7 -4.10217 2.63743 0.00016  -0.52
C8 -0.48990 -2.51100 -0.00055  0.01
C9 2.99635 -1.08586 0.00035  0.90
C10 -3.28264 0.23260 0.00095  0.00
C11 -2.47012 4.38113 -0.00036  -0.45
C12 1.13064 -4.26926 -0.00041  -0.51
C13 4.56372 -2.89314 0.00022  -0.57
C14 -0.06136 3.64975 -0.00030  0.41
C15 -3.80646 3.98328 -0.00017  -0.35
C16 0.50147 -1.47783 -0.00008  -0.16
C17 2.18546 -3.32150 -0.00012  0.99
H1 1.38316 -5.32321 -0.00052  0.41
H2 5.58451 -3.24936 0.00026  0.41
H3 -0.98796 -4.58464 -0.00088  0.47
H4 -4.59485 4.72371 -0.00027  0.46
H5 -5.11374 2.25689 0.00034  0.50
H6 -2.18216 5.42267 -0.00057  0.49
H7 -1.52577 -2.22392 -0.00075  0.70
H8 3.68598 -4.84846 -0.00016  0.40
H9 1.27738 4.96976 -0.00054  0.40
H10 5.11781 -0.81765 0.00059  0.44

**2S+1**: 5
**Largest force on an atom**: 0.91 eV Å⁻¹
**Orbital gap (alpha / beta)**: 7.10 / 6.00 eV
**Total charge**: +1
**E**: -100343.6049 eV